1.
ORCA calculation (ωB97M-V/def2-TZVPD) on C49H34BaBrCl2N8O6 as an isolated structure.

Results
- energy (eV) = -171353.9470
- 2S+1 = 1
- LUMO energy (eV) = 1.72
- charge = -1
- orbital gap (eV) = 5.956

Element x y z (Å)
1 Ba -0.1818 0.6880 1.3893
2 Cl 1.3550 -0.1103 8.7566
3 C 0.9087 0.5631 7.2110
4 C 0.8766 -0.2682 6.1078
5 C 0.5378 0.1901 4.8297
6 N 0.6312 -0.6619 3.7071
7 C 0.6428 -1.9909 3.8757
8 O 0.2102 -2.6689 4.8184
9 C 1.3687 -2.7782 2.7764
10 C 2.4540 -3.4865 3.0943
11 C 3.2807 -4.1493 2.0509
12 C 2.4843 -4.7766 0.8893
13 C 1.1647 -4.0279 0.6109
14 N 0.9129 -2.8084 1.4177
15 C 0.2202 1.5782 4.6978
16 C 0.2454 2.3875 5.8326
17 C 0.5827 1.8972 7.0809
18 Cl 0.5813 2.9784 8.4458
19 N -0.2444 2.1306 3.4777
20 C -0.0097 3.4112 3.1903
21 O 0.7590 4.2206 3.7262
22 C -0.8769 4.0004 2.0459
23 C -1.0110 5.3853 2.0143
24 C -1.8463 5.9581 1.0733
25 C -2.5110 5.1375 0.1752
26 C -2.2915 3.7725 0.2548
27 N -1.4960 3.2139 1.1612
28 H 1.1010 -1.3122 6.2480
29 H 2.7484 -3.5254 4.1361
30 H 3.9916 -4.8482 2.4911
31 H 2.4464 -5.8621 0.8191
32 H 0.2712 -4.6280 0.4373
33 H 0.0112 3.4348 5.7317
34 H -0.4545 5.9620 2.7378
35 H -1.9793 7.0326 1.0407
36 H -3.1785 5.5359 -0.5768
37 H -2.7687 3.0961 -0.4456
38 C 3.3096 0.8777 2.0414
39 O 2.3674 0.0775 1.3409
40 C 2.6938 -1.1643 0.9428
41 C 3.8738 -1.7478 1.1635
42 C 4.0247 -3.2152 0.9863
43 C 3.2060 -3.8684 -0.1442
44 C 1.8711 -3.1698 -0.4699
45 C 1.5258 -1.9484 0.3928
46 N 0.2783 -1.3002 -0.3192
47 N 0.3057 -0.7377 -1.4093
48 C 1.5354 -0.2048 -1.9708
49 C 1.8743 1.0670 -1.4840
50 O 1.2635 1.6532 -0.5260
51 C 2.9878 1.7111 -2.1460
52 C 3.5885 1.1611 -3.2311
53 C 3.1371 -0.0697 -3.7901
54 C 3.7116 -0.6112 -4.9547
55 C 3.2238 -1.7607 -5.5220
56 C 2.1189 -2.3998 -4.9315
57 C 1.5500 -1.9094 -3.7866
58 C 2.0552 -0.7413 -3.1656
59 H 3.6252 0.3535 2.9464
60 H 4.1564 1.0919 1.3860
61 H 2.7942 1.7967 2.3108
62 H 4.6576 -1.1856 1.6509
63 H 5.0767 -3.4962 0.9323
64 H 3.7595 -4.2382 -1.0041
65 H 1.5771 -3.1345 -1.5107
66 H 3.3048 2.6628 -1.7385
67 H 4.4184 1.6660 -3.7147
68 H 4.5482 -0.0879 -5.4048
69 H 3.6736 -2.1652 -6.4194
70 H 1.7070 -3.2917 -5.3890
71 H 0.6876 -2.4086 -3.3603
72 C -2.4841 -2.4128 2.3094
73 O -2.4951 -1.3332 1.3740
74 C -3.3482 -1.4073 0.3340
75 C -4.3260 -2.3709 0.1838
76 C -5.1278 -2.3651 -0.9582
77 Br -6.4637 -3.6959 -1.1366
78 C -4.9620 -1.4326 -1.9467
79 C -3.9726 -0.4468 -1.8072
80 C -3.1692 -0.4231 -0.6665
81 O -2.2035 0.4761 -0.4621
82 C -3.7398 0.5504 -2.8486
83 N -2.7853 1.4486 -2.7927
84 C -2.8798 2.1818 -3.9610
85 C -2.1046 3.2478 -4.4100
86 C -2.4323 3.7997 -5.6324
87 C -3.5013 3.3069 -6.3948
88 C -4.2761 2.2475 -5.9623
89 C -3.9426 1.6970 -4.7310
90 N -4.4732 0.6504 -3.9990
91 H -2.2483 -3.3467 1.7963
92 H -3.4458 -2.4827 2.8225
93 H -1.7053 -2.1810 3.0297
94 H -4.4668 -3.1317 0.9357
95 H -5.5901 -1.4735 -2.8253
96 H -2.0879 1.0228 -1.2883
97 H -1.2780 3.6121 -3.8158
98 H -1.8504 4.6268 -6.0165
99 H -3.7212 3.7658 -7.3498
100 H -5.0955 1.8695 -6.5590
101 H -5.2487 0.0672 -4.2537

Cartesian forces (eV/Å) of the 3 atoms listed first:
Ba -0.801 -0.007 0.072
Cl 0.006 -0.017 0.001
C 0.034 -0.124 0.039



2.
ORCA calculation (ωB97M-V/def2-TZVPD) on C49H36N5ORuS2Si as an isolated structure in a non-equilibrium geometry.

Results
- energy (eV) = -93000.6073
- 2S+1 = 5
- <S²> = 6.055
- LUMO energy (spin up / spin down) (eV) = -8.96 / -11.30
- relative energy (zero: lowest compared OMol25 entry of this formula, charge and spin) (kcal per mole) = 0.00
- charge = +3
- orbital gap (spin up / spin down) (eV) = 5.635 / 3.285

Element x y z (Å)
1 Ru 0.3865 -0.3399 1.1802
2 S 1.9369 4.1016 4.2666
3 C 2.7464 5.3957 5.0053
4 C 3.9485 5.6679 4.4095
5 C 4.2216 4.8106 3.3343
6 C 3.2237 3.8832 3.1101
7 C 3.1772 2.8464 2.1126
8 C 2.0681 1.9673 2.0438
9 N 1.9781 0.9750 1.1813
10 C 2.9741 0.7555 0.2804
11 C 4.1025 1.6015 0.2469
12 C 5.1180 1.3634 -0.7390
13 C 5.0014 0.3609 -1.6332
14 C 3.8697 -0.5193 -1.6085
15 C 3.7130 -1.5740 -2.5003
16 C 2.6013 -2.4209 -2.4138
17 C 1.6658 -2.1575 -1.3755
18 N 1.7983 -1.1675 -0.5336
19 C 2.8660 -0.3316 -0.6297
20 C 2.3962 -3.5036 -3.3213
21 C 1.4437 -4.5334 -3.2608
22 C 1.5426 -5.4176 -4.3166
23 C 2.5570 -5.0661 -5.2093
24 S 3.4005 -3.6737 -4.7526
25 C 4.1900 2.6380 1.1786
26 H 2.2959 5.8986 5.8470
27 H 4.6090 6.4547 4.7415
28 H 5.1250 4.8726 2.7441
29 H 1.2364 2.1058 2.7233
30 H 5.9810 2.0162 -0.7552
31 H 5.7672 0.2022 -2.3818
32 H 4.4677 -1.7349 -3.2616
33 H 0.7767 -2.7686 -1.2731
34 H 0.7144 -4.6415 -2.4710
35 H 0.9202 -6.2913 -4.4455
36 H 2.8192 -5.5764 -6.1266
37 H 5.0595 3.2817 1.1668
38 C 1.6671 -2.9060 4.4267
39 C 1.9570 -1.9133 3.5059
40 N 1.0369 -1.5704 2.6026
41 C -0.1762 -2.1272 2.6173
42 C -0.6036 -3.0073 3.5846
43 C 0.3904 -3.4514 4.4678
44 C -2.0046 -3.4251 3.6988
45 C -3.0609 -2.6130 3.8359
46 C -3.1185 -1.1537 4.0634
47 C -4.2224 -0.6792 4.7722
48 C -4.2578 0.6696 5.0893
49 N -3.2816 1.4912 4.7244
50 C -2.2847 0.9675 4.0457
51 N -2.1483 -0.3056 3.6817
52 H 2.4312 -3.2281 5.1198
53 H 2.9113 -1.4057 3.4790
54 H -0.8351 -1.8633 1.7513
55 H 0.1356 -4.2041 5.2037
56 H -2.1721 -4.4940 3.7700
57 H -4.0224 -3.0956 3.9646
58 H -5.0128 -1.3506 5.0768
59 H -5.0765 1.1038 5.6504
60 H -1.4929 1.6489 3.7420
61 O -0.6245 0.5342 -0.2401
62 Si -1.5513 0.6787 -1.5527
63 C -0.8418 1.9305 -2.7742
64 C -0.0475 2.9823 -2.3207
65 C 0.3648 3.9720 -3.2044
66 C -0.0177 3.9139 -4.5363
67 C -0.7878 2.8560 -4.9967
68 C -1.2007 1.8622 -4.1173
69 C -1.7252 -1.0162 -2.3951
70 C -2.8927 -1.7654 -2.2561
71 C -3.0456 -2.9637 -2.9455
72 C -2.0313 -3.4273 -3.7704
73 C -0.8582 -2.6967 -3.9034
74 C -0.7037 -1.4987 -3.2156
75 C -3.2739 1.2897 -1.0515
76 C -3.5539 1.5426 0.2874
77 C -4.8390 1.9020 0.6774
78 C -5.8408 2.0093 -0.2743
79 C -5.5633 1.7714 -1.6130
80 C -4.2774 1.4219 -2.0063
81 H 0.2397 3.0422 -1.2754
82 H 0.9655 4.7983 -2.8451
83 H 0.2729 4.7039 -5.2163
84 H -1.0812 2.8058 -6.0372
85 H -1.7995 1.0394 -4.4921
86 H -3.6977 -1.4135 -1.6222
87 H -3.9677 -3.5229 -2.8535
88 H -2.1580 -4.3544 -4.3147
89 H -0.0763 -3.0420 -4.5715
90 H 0.2065 -0.9205 -3.3544
91 H -2.7664 1.4652 1.0249
92 H -5.0417 2.1068 1.7217
93 H -6.8391 2.3012 0.0246
94 H -6.3398 1.8666 -2.3608
95 H -4.0639 1.2564 -3.0562

Cartesian forces (eV/Å) of the 3 atoms listed first:
Ru -0.834 1.911 -3.015
S 0.234 -0.047 -0.230
C 0.060 0.014 -0.033